This record from the Open Molecules 2025 dataset describes a structure of composition C22H50N5O5PSi2. The level of theory is ωB97M-V with the def2-TZVPD basis set.

Results
total charge	0
frontier orbital gap	0.317	Ha
HOMO level	-7.953	eV
LUMO level	0.667	eV
maximum force	0.017	Eh/bohr

Geometry as XYZ:
```
85
Properties=species:S:1:pos:R:3:lowdin_charge:R:1
C 0.06 6.77 -3.07 -0.3917
P -0.77 5.16 -2.72 0.6824
C -0.82 5.12 -0.86 -0.3561
Si 0.88 3.71 -3.15 0.3244
O 0.27 2.17 -3.32 -0.4764
Si -0.24 1.38 -1.94 0.5148
C -0.15 -0.48 -2.11 -0.2851
C 1.08 -1.03 -2.85 -0.2489
C 2.42 -0.51 -2.34 -0.1874
C 2.67 -0.90 -0.88 -0.1263
N 2.51 0.19 0.07 -0.1201
C 1.74 0.10 1.19 -0.1185
C 1.83 1.29 1.90 -0.1031
C 2.69 2.13 1.16 -0.1130
C 3.09 1.43 0.04 -0.1311
H -0.38 7.55 -2.46 0.0233
H -0.07 7.05 -4.11 0.0197
H 1.13 6.76 -2.85 0.0218
H -1.81 4.85 -0.52 0.0184
H -0.09 4.42 -0.45 -0.0020
H -0.53 6.10 -0.48 0.0242
H 1.49 4.09 -4.44 -0.0506
H 1.85 3.79 -2.04 -0.0389
H -1.64 1.77 -1.64 -0.0147
H 0.60 1.84 -0.81 -0.0126
H -0.30 -0.93 -1.14 0.0571
H -1.03 -0.77 -2.69 0.0689
H 0.98 -0.89 -3.92 0.1076
H 1.09 -2.11 -2.70 0.1082
H 3.20 -1.00 -2.92 0.1025
H 2.56 0.55 -2.51 0.0988
H 2.00 -1.70 -0.61 0.1171
H 3.69 -1.25 -0.80 0.0929
H 1.18 -0.78 1.45 0.0992
H 1.33 1.51 2.82 0.0848
H 2.97 3.13 1.43 0.0869
H 3.74 1.74 -0.75 0.1146
C -6.72 2.05 -2.88 -0.0147
C -5.44 1.62 -2.18 -0.5564
O -5.26 1.83 -0.99 0.0229
N -4.50 1.00 -2.93 0.0104
C -4.54 0.67 -4.34 -0.0750
H -7.36 2.53 -2.15 0.0794
H -6.50 2.75 -3.68 0.0828
H -7.24 1.18 -3.29 0.0818
H -3.68 0.74 -2.41 0.1081
H -4.45 -0.41 -4.48 0.0835
H -3.72 1.16 -4.87 0.0829
H -5.48 1.00 -4.79 0.0688
C 7.90 0.28 -2.04 -0.0097
C 6.70 -0.49 -1.53 -0.5454
O 5.82 -0.89 -2.29 0.0291
N 6.63 -0.72 -0.20 0.0125
C 7.56 -0.31 0.84 -0.0725
H 7.81 0.38 -3.12 0.0821
H 7.93 1.27 -1.60 0.0845
H 8.82 -0.25 -1.82 0.0843
H 5.81 -1.23 0.08 0.1276
H 7.95 -1.18 1.36 0.0831
H 7.05 0.33 1.56 0.0848
H 8.39 0.24 0.41 0.0700
C -0.62 -4.48 0.71 -0.0084
C -1.58 -3.39 0.33 -0.5652
O -2.06 -3.31 -0.79 0.0168
N -1.90 -2.48 1.28 0.0157
C -1.43 -2.41 2.66 -0.0738
H -0.46 -5.12 -0.16 0.0807
H 0.35 -4.06 1.01 0.0772
H -1.01 -5.08 1.53 0.0853
H -2.55 -1.77 0.97 0.1394
H -2.27 -2.48 3.35 0.0665
H -0.91 -1.46 2.82 0.0742
H -0.74 -3.22 2.88 0.0718
C -4.18 -5.21 6.10 -0.0097
C -3.18 -4.09 6.06 -0.5476
O -2.22 -4.10 5.30 0.0214
N -3.37 -3.04 6.91 0.0078
C -4.44 -2.85 7.87 -0.0757
H -3.89 -5.96 5.37 0.0821
H -4.20 -5.67 7.09 0.0843
H -5.18 -4.85 5.85 0.0851
H -2.67 -2.33 6.83 0.1392
H -4.99 -1.94 7.64 0.0838
H -4.02 -2.76 8.88 0.0831
H -5.13 -3.69 7.85 0.0702
```